4 unconnected molecules or ions with the total composition C24H57IN5O6 in a non-equilibrium geometry. Source: the Open Molecules 2025 dataset; level of theory: wB97M-V/def2-TZVPD.

net charge	+1
energy	-1971.1210	a.u.
strongest force on any atom	2.46	eV/A
HOMO-LUMO gap	5.39	eV
LUMO level	-4.389	eV
multiplicity	1

Last column: Löwdin charge in e.
Atoms and positions in Å:
N  9.1736  5.8798  0.0206  -0.0158
C  7.8972  6.2860  0.6738  -0.2638
C  6.7917  5.2822  0.1950  -0.1629
C  5.4766  5.9509  -0.3177  -0.2497
C  4.5471  6.6726  0.7048  -0.0904
N  3.8012  5.6104  1.4073  0.0622
C  3.7860  4.4921  0.7415  -0.6210
I  2.8819  2.6383  1.3634  0.9905
C  4.5298  4.6867  -0.6058  -0.1216
H  9.1960  4.8620  0.0224  0.0598
H  9.9494  6.1432  0.6245  0.0712
H  7.6656  7.3490  0.4756  0.1122
H  8.0180  6.1516  1.7700  0.1080
H  6.5335  4.6281  1.0585  0.1246
H  7.1908  4.6926  -0.6594  0.1236
H  5.6486  6.6018  -1.1911  0.1568
H  3.8581  7.4330  0.2837  0.1469
H  5.2020  7.1792  1.4498  0.1398
H  3.3455  5.7261  2.3075  0.1692
H  3.8000  4.9958  -1.3797  0.1429
H  5.2130  3.8532  -0.8504  0.1194
C  -1.4668  -3.0862  -1.7029  -0.1043
O  -1.7460  -1.6987  -1.5845  -0.1992
C  -3.0292  -1.4293  -1.0268  -0.2067
C  -2.8841  -0.8024  0.3508  -0.2062
N  -2.3844  -1.7755  1.3208  -0.0445
C  -1.9860  -1.1756  2.5898  -0.1924
C  -0.8101  -0.1959  2.5613  -0.2175
O  0.4379  -0.7960  2.2319  -0.1912
C  0.6939  -0.9064  0.8412  -0.1070
H  -0.5347  -3.1944  -2.2575  0.0903
H  -1.3319  -3.5437  -0.7190  0.0655
H  -2.2592  -3.6042  -2.2490  0.0923
H  -3.6625  -2.3201  -0.9969  0.1239
H  -3.5134  -0.7030  -1.6878  0.1193
H  -3.8583  -0.4318  0.6840  0.1249
H  -2.2052  0.0506  0.2590  0.0833
H  -1.5831  -2.2491  0.9239  0.0614
H  -1.7182  -2.0005  3.2562  0.1193
H  -2.8525  -0.6796  3.0378  0.1197
H  -0.6904  0.1934  3.5770  0.1194
H  -1.0048  0.6752  1.9242  0.0981
H  0.2344  -0.0957  0.2681  0.0834
H  0.3560  -1.8738  0.4637  0.0679
H  1.7766  -0.8644  0.6944  0.0786
C  -4.2670  4.1988  -3.9510  -0.1102
O  -3.6929  5.1752  -3.0954  -0.2005
C  -4.6513  5.8421  -2.2777  -0.2116
C  -4.4547  5.4718  -0.8150  -0.2107
N  -4.8379  4.0833  -0.5675  -0.0483
C  -4.4435  3.5881  0.7490  -0.1930
C  -2.9445  3.4910  1.0485  -0.2169
O  -2.2608  2.5185  0.2695  -0.2151
C  -1.8182  2.9730  -0.9998  -0.0894
H  -3.4870  3.8468  -4.6260  0.0890
H  -4.6376  3.3422  -3.3794  0.0781
H  -5.0775  4.6244  -4.5473  0.0900
H  -5.6763  5.6494  -2.6046  0.1242
H  -4.4662  6.9150  -2.3885  0.1214
H  -5.0679  6.1286  -0.1913  0.1245
H  -3.4005  5.6461  -0.5680  0.1003
H  -4.4089  3.4964  -1.2710  0.0666
H  -4.8657  2.5837  0.8437  0.1179
H  -4.9219  4.2030  1.5173  0.1206
H  -2.8453  3.1590  2.0865  0.1188
H  -2.4385  4.4615  0.9931  0.1075
H  -1.5651  4.0362  -0.9958  0.0871
H  -2.5703  2.7685  -1.7645  0.0758
H  -0.9245  2.4050  -1.2674  0.0840
C  0.8778  -5.0992  1.0366  -0.1094
O  0.3828  -5.6182  -0.1868  -0.2109
C  1.3444  -6.3974  -0.8956  -0.2089
C  0.9308  -7.8613  -0.9246  -0.2105
N  1.0473  -8.4666  0.4001  -0.0531
C  0.4358  -9.7913  0.5004  -0.1965
C  -1.0818  -9.8883  0.3157  -0.2235
O  -1.8313  -9.2601  1.3440  -0.1761
C  -2.0593  -7.8738  1.1573  -0.1004
H  0.1296  -4.4119  1.4354  0.0790
H  1.0329  -5.8964  1.7692  0.0821
H  1.8107  -4.5493  0.8840  0.0880
H  2.3524  -6.2741  -0.4903  0.1220
H  1.3545  -6.0230  -1.9244  0.1196
H  1.5745  -8.4031  -1.6236  0.1241
H  -0.0992  -7.9078  -1.2966  0.1040
H  0.6037  -7.8592  1.0763  0.0657
H  0.6721  -10.1681  1.4991  0.1189
H  0.9258  -10.4622  -0.2120  0.1178
H  -1.3437  -10.9487  0.3677  0.1213
H  -1.4101  -9.5452  -0.6717  0.1096
H  -2.1324  -7.6030  0.1010  0.0879
H  -1.2753  -7.2868  1.6432  0.0698
H  -3.0019  -7.6199  1.6442  0.0889

Atoms 1-2, force components in eV/Å:
N -0.4444 0.1509 0.4189
C 0.4413 -1.1390 0.3027

---

A molecular structure, C24H57NOP2ReSi4Te in a non-equilibrium geometry. Source: the Open Molecules 2025 dataset; level of theory: wB97M-V/def2-TZVPD.

energy	-3265.6275	a.u.
strongest force on any atom	2.57	eV/A
HOMO-LUMO gap (alpha / beta)	5.82 / 6.72	eV
LUMO level (alpha / beta)	0.290 / -0.073	eV
⟨S²⟩	3.786
multiplicity	4

Last column: Mulliken spin population.
Atoms and positions in Å:
Re  -0.1431  -0.3001  -2.0082  1.7043
P  2.2274  -0.5573  -2.0979  0.2173
P  -2.4494  -0.3006  -1.8998  0.1087
N  -0.1149  0.6171  -3.5250  0.3370
H  0.8300  0.3531  -0.9604  0.1518
C  2.8238  -1.8687  -3.2000  -0.0346
H  3.9112  -1.9701  -3.0792  0.0001
H  2.5918  -1.6047  -4.2395  -0.0003
H  2.3278  -2.8140  -2.9529  0.0058
C  3.1833  -0.8043  -0.5747  -0.0129
H  4.1793  -1.1772  -0.8452  0.0009
H  2.6894  -1.5379  0.0725  0.0039
H  3.2831  0.1384  -0.0261  0.0093
C  2.9640  0.9747  -2.8023  0.0382
H  4.0400  0.9884  -2.5785  0.0038
H  2.4983  1.8676  -2.3655  -0.0057
H  2.8116  0.9955  -3.8896  -0.0017
C  -3.2012  -1.5574  -2.9725  0.0039
H  -4.2929  -1.4573  -2.9093  0.0020
H  -2.8791  -2.5613  -2.6701  -0.0163
H  -2.8701  -1.3921  -4.0028  -0.0129
C  -3.4241  -0.4400  -0.3652  0.0472
H  -4.4799  -0.5683  -0.6422  0.0023
H  -3.3191  0.4653  0.2462  -0.0028
H  -3.1005  -1.3114  0.2196  -0.0093
C  -3.1491  1.2486  -2.6290  0.0566
H  -4.2437  1.1929  -2.5394  0.0014
H  -2.8857  1.3208  -3.6934  -0.0028
H  -2.7925  2.1480  -2.1085  -0.0051
C  -0.1285  1.3400  -4.6679  -0.1304
C  -0.1124  1.4911  -7.1009  -0.0849
C  -0.1429  0.7129  -5.9496  0.1573
C  -0.1285  2.7676  -4.6008  0.1644
C  -0.0916  3.5185  -5.7633  -0.0801
C  -0.0799  2.8913  -7.0156  0.1622
H  -0.1191  1.0035  -8.0764  -0.0043
H  -0.1622  -0.3803  -5.9655  0.0136
H  -0.1408  3.2129  -3.5943  0.0137
H  -0.0789  4.6093  -5.6880  -0.0041
H  -0.0555  3.4957  -7.9235  0.0136
C  -0.7312  -4.3307  -1.8409  -0.0245
O  -1.0894  -3.8738  -2.9255  -0.0006
C  0.5719  -5.0640  -1.6486  0.0654
H  0.9354  -4.9162  -0.6251  -0.0113
H  1.2959  -4.7197  -2.3964  -0.0166
H  0.4120  -6.1477  -1.7851  -0.0040
C  -1.5775  -4.1843  -0.5940  -0.0070
H  -2.6385  -4.3629  -0.8203  -0.0006
H  -1.4485  -3.1558  -0.2162  0.0708
H  -1.2516  -4.8963  0.1751  0.0000
C  3.4891  1.2829  2.8432  0.0006
Si  1.8121  2.1563  2.8292  0.0146
C  1.5247  2.9210  4.5323  0.0045
C  1.9257  3.5893  1.6026  -0.0026
Si  0.0999  0.6170  2.3140  0.1158
Te  -0.5382  1.4531  -0.1094  -0.0517
Si  0.7207  -1.3397  3.4998  -0.0001
C  1.3789  -0.8478  5.2057  0.0038
C  -0.7460  -2.4962  3.7560  -0.0014
C  2.0642  -2.3222  2.6172  -0.0446
Si  -1.8843  1.3010  3.3662  0.0043
C  -1.6505  1.4372  5.2353  0.0085
C  -2.3635  2.9932  2.6802  -0.0065
C  -3.3004  0.0790  3.1196  0.0052
H  4.2617  2.0650  2.7838  0.0001
H  3.6367  0.6028  1.9954  -0.0004
H  3.6556  0.7154  3.7679  -0.0002
H  2.3413  3.6393  4.7054  -0.0002
H  0.5762  3.4708  4.5888  -0.0005
H  1.5477  2.1790  5.3410  0.0001
H  2.0909  3.2508  0.5716  0.0025
H  1.0227  4.2151  1.6192  0.0005
H  2.7813  4.2168  1.9025  0.0002
H  0.6480  -0.2955  5.8087  -0.0005
H  1.6095  -1.7875  5.7316  0.0003
H  2.3019  -0.2563  5.1575  -0.0014
H  -1.1080  -2.9023  2.8008  0.0023
H  -0.4005  -3.3400  4.3737  0.0006
H  -1.5876  -2.0190  4.2739  0.0005
H  1.7217  -2.6787  1.6368  0.0548
H  2.9902  -1.7486  2.4811  0.0076
H  2.3019  -3.2048  3.2310  0.0012
H  -0.9262  2.2051  5.5294  -0.0016
H  -2.6324  1.7181  5.6462  0.0000
H  -1.3562  0.4851  5.6946  0.0001
H  -2.5270  2.9903  1.5931  0.0028
H  -3.3051  3.2924  3.1671  -0.0003
H  -1.6033  3.7545  2.9049  0.0006
H  -3.9266  0.3511  2.2616  -0.0011
H  -2.9660  -0.9565  2.9847  -0.0017
H  -3.9350  0.1147  4.0173  0.0004

Atoms 1-2, force components in eV/Å:
Re 0.7163 -1.4534 0.7355
P -0.3800 -0.1358 -0.7510

---

A molecular structure, C24H58ClNO7Si2. Source: the Open Molecules 2025 dataset; level of theory: wB97M-V/def2-TZVPD.

energy	-2569.8187	a.u.
strongest force on any atom	0.95	eV/A
HOMO-LUMO gap	9.93	eV
LUMO level	0.665	eV
multiplicity	1

Last column: Löwdin charge in e.
Atoms and positions in Å:
C  5.2345  -0.9624  -1.7375  -0.0812
C  5.7584  0.2748  -1.0342  -0.2783
O  4.8240  1.3306  -1.0808  -0.1355
C  4.3962  1.8069  0.1812  -0.1917
C  3.8336  3.2045  0.0567  -0.1792
O  2.4827  3.1388  -0.3405  -0.1338
C  1.6418  4.1730  0.0987  -0.1864
C  0.5361  3.5571  0.9446  -0.2006
O  1.1556  2.6813  1.8586  -0.2377
C  0.2569  2.0625  2.7663  -0.3141
Si  1.1734  0.5512  3.4555  0.5859
O  0.7491  -0.8402  2.6519  -0.3834
Si  1.4654  -1.1622  1.1692  0.5077
C  0.6485  -0.0611  -0.1236  -0.2136
C  0.0066  -0.7205  -1.3161  -0.2950
N  -0.2102  -0.0470  -2.3726  0.1037
C  1.2127  -3.0148  0.9105  -0.2790
C  2.2357  -3.7996  0.0811  -0.7898
C  2.0853  -3.5740  -1.4162  -0.1314
Cl  3.9188  -3.4817  0.5846  0.6124
H  4.9249  -0.7295  -2.7544  0.0784
H  4.3966  -1.4064  -1.2023  0.0151
H  6.0361  -1.6992  -1.7978  0.0769
H  6.0246  0.0121  -0.0082  0.1138
H  6.6748  0.6064  -1.5292  0.1158
H  5.2473  1.8516  0.8686  0.1265
H  3.6354  1.1458  0.6035  0.0901
H  3.9471  3.6989  1.0238  0.1254
H  4.4138  3.7542  -0.6904  0.1323
H  1.2097  4.6770  -0.7675  0.1259
H  2.1734  4.9131  0.7013  0.1234
H  -0.0318  4.3237  1.4780  0.1279
H  -0.1382  3.0104  0.2758  0.1215
H  0.0446  2.7289  3.6116  0.0813
H  -0.6907  1.8057  2.2884  0.0848
H  0.9356  0.4417  4.9081  -0.0228
H  2.6127  0.7858  3.2187  -0.0019
H  2.9006  -0.8471  1.2377  -0.0001
H  -0.1189  0.5673  0.3304  0.0719
H  1.3991  0.6290  -0.5163  0.0756
H  -0.2886  -1.7702  -1.2726  0.0875
H  -0.6678  -0.6174  -3.0819  0.0457
H  0.2170  -3.2301  0.5205  0.0808
H  1.2241  -3.4339  1.9203  0.0789
H  2.0760  -4.8586  0.2750  0.0893
H  1.0468  -3.7546  -1.6873  0.0765
H  2.3620  -2.5512  -1.6686  0.0647
H  2.7157  -4.2543  -1.9827  0.0774
C  -5.2415  1.4826  -5.1984  -0.0762
C  -4.2932  0.9417  -4.1418  -0.2834
O  -3.0356  0.5419  -4.6511  -0.1691
C  -2.2662  1.5641  -5.2621  -0.2812
C  -1.9013  2.7010  -4.3234  -0.0807
H  -5.3316  0.7788  -6.0271  0.0829
H  -6.2309  1.6471  -4.7692  0.0738
H  -4.8965  2.4343  -5.6051  0.0669
H  -4.7213  0.0438  -3.6968  0.0931
H  -4.1655  1.6642  -3.3274  0.1117
H  -2.7723  1.9450  -6.1565  0.1063
H  -1.3550  1.0704  -5.6002  0.1164
H  -2.7766  3.2858  -4.0333  0.0654
H  -1.1978  3.3777  -4.8089  0.0770
H  -1.4428  2.3050  -3.4161  0.0615
C  6.1952  0.1219  7.8390  -0.0807
C  4.7811  0.4365  7.3802  -0.2841
O  4.5455  0.1577  6.0135  -0.1719
C  4.7002  -1.1933  5.6216  -0.2812
C  3.7430  -2.1463  6.3189  -0.0763
H  6.9236  0.6040  7.1859  0.0815
H  6.3461  0.4808  8.8574  0.0755
H  6.3974  -0.9503  7.8335  0.0658
H  4.5916  1.5046  7.4879  0.1175
H  4.0486  -0.0807  8.0107  0.1076
H  5.7377  -1.5190  5.7581  0.1082
H  4.5021  -1.2076  4.5491  0.1121
H  3.9626  -2.2400  7.3838  0.0666
H  3.8182  -3.1405  5.8775  0.0766
H  2.7154  -1.7939  6.2185  0.0750
C  -7.1781  -1.5920  -3.9390  -0.0795
C  -7.5853  -0.9192  -2.6391  -0.2820
O  -8.9421  -0.5205  -2.5973  -0.1585
C  -9.8924  -1.5624  -2.7170  -0.2831
C  -9.8165  -2.5966  -1.6059  -0.0811
H  -7.4540  -0.9719  -4.7931  0.0812
H  -6.1002  -1.7537  -3.9565  0.0691
H  -7.6589  -2.5635  -4.0637  0.0679
H  -7.0152  0.0019  -2.5097  0.1103
H  -7.3452  -1.5608  -1.7834  0.1097
H  -9.8130  -2.0460  -3.6973  0.1075
H  -10.8621  -1.0657  -2.6871  0.1178
H  -8.8988  -3.1847  -1.6572  0.0656
H  -10.6559  -3.2881  -1.6818  0.0757
H  -9.8496  -2.1105  -0.6303  0.0816

Atoms 1-2, force components in eV/Å:
C 0.0851 0.0421 -0.0566
C 0.0601 -0.3531 -0.2310